[1]
Density functional theory data (the ωB97M-V functional and the def2-TZVPD basis) for a structure of composition C23H11BBrCl5F8FeN2O at a distorted geometry.

Each line ends with the Mulliken spin population.
Cartesian coordinates (Å):
Fe -0.137128 0.185511 -0.049678  1.088
O -2.623552 -4.787411 3.195716  0.000
C -2.064780 -3.792363 2.461710  0.000
C -1.982663 -2.483381 2.902377  0.000
C -1.401794 -1.553471 2.069322  -0.002
N -0.895358 -1.831108 0.858214  -0.001
C -0.988667 -3.098950 0.471384  0.004
Br -0.287710 -3.626879 -1.207802  0.000
C -1.563962 -4.114008 1.212231  -0.001
H -2.899166 -4.425628 4.045651  0.000
H -2.358264 -2.171466 3.868811  0.000
H -1.332221 -0.533079 2.396936  0.005
H -1.606546 -5.125141 0.837866  0.000
F 3.980929 -2.002806 -2.656000  0.000
C 3.010746 -1.057051 -2.602365  -0.005
C 2.103577 -1.096327 -1.573092  0.016
C 1.091315 -0.132251 -1.505332  -0.065
C 1.065226 0.865004 -2.496880  -0.001
C 2.025181 0.861489 -3.503047  0.002
F 2.019480 1.844456 -4.440651  0.000
C 3.010718 -0.090997 -3.598115  0.000
C 0.062361 1.917023 -2.287908  0.006
C -0.349183 2.862827 -3.224242  -0.004
C -1.358415 3.741128 -2.891829  0.006
C -1.939379 3.674440 -1.635767  -0.005
C -1.497059 2.711644 -0.753290  0.013
N -0.515016 1.854024 -1.066118  -0.036
H 2.200245 -1.875440 -0.827959  -0.004
H 3.752459 -0.070077 -4.382199  0.000
H 0.109451 2.882654 -4.198581  -0.001
H -1.700183 4.472403 -3.614369  0.000
H -2.729771 4.347281 -1.335073  0.000
H -1.927309 2.615213 0.226229  0.003
F -1.714772 0.017859 -2.566563  -0.004
C -1.611809 -0.466727 -1.291677  -0.067
F -2.760042 -0.007526 -0.633506  0.004
H -1.726443 -1.538071 -1.379054  0.008
F -0.553484 2.708762 3.339747  0.000
B -1.530833 1.919935 2.780487  0.016
F -0.919068 1.232110 1.607843  0.031
F -1.972931 0.934427 3.667648  0.000
F -2.607456 2.662515 2.297559  0.000
Cl 1.814139 -2.736037 1.747076  0.001
C 2.190468 -1.038219 2.043713  0.000
C 1.625244 -0.030483 1.262357  0.006
C 2.247054 1.210175 1.506885  -0.012
Cl 1.826799 2.578777 0.506909  0.001
C 3.220935 1.465125 2.468756  0.000
Cl 3.897485 3.041476 2.688578  0.001
C 3.667235 0.421318 3.269110  -0.001
Cl 4.858928 0.693133 4.489490  0.000
C 3.161272 -0.846842 3.035185  0.000
Cl 3.770609 -2.164429 3.982226  0.000

Atoms 1-2, force components in eV/Å:
Fe -0.3 -1.1 -0.5
O 0.0 0.1 0.0

HOMO (alpha / beta) (eV): -5.78 / -5.76
LUMO level (alpha / beta) (eV): 2.205 / 2.206
HOMO-LUMO gap (alpha / beta) (eV): 7.98 / 7.96
Multiplicity: 2
Total energy (eV): -218523.228
Charge: -1

---

[2]
Density functional theory data (the ωB97M-V functional and the def2-TZVPD basis) for a cluster of 2 separate species, C5H14 in total at a distorted geometry.

Each line ends with the natural charge from an NBO analysis.
Cartesian coordinates (Å):
C 0.385541 0.957289 -0.824239  -0.610
C 0.094997 2.208971 -0.007201  -0.398
C -1.217401 2.946807 -0.359626  -0.616
H 0.730604 1.098648 -1.846887  0.210
H -0.426264 0.266575 -0.642973  0.203
H 1.296030 0.501274 -0.411220  0.204
H 0.016989 1.912088 1.040405  0.193
H 0.927612 2.916140 -0.013521  0.196
H -1.691947 2.488282 -1.229225  0.202
H -1.941379 2.748307 0.431070  0.206
H -1.070693 4.001807 -0.561688  0.211
C 0.707872 -3.453705 0.400340  -0.612
C -0.020389 -2.128753 0.691836  -0.608
H 1.066819 -3.387976 -0.625868  0.204
H 1.602929 -3.485037 1.004052  0.204
H 0.105992 -4.330279 0.578349  0.207
H 0.640748 -1.392375 1.132397  0.201
H -0.818327 -2.270867 1.418308  0.202
H -0.389742 -1.597200 -0.174301  0.202

Atoms 1-2, force components in eV/Å:
C 1.3 0.2 0.9
C -0.1 0.6 0.1

HOMO (eV): -11.32
LUMO level (eV): 1.142
HOMO-LUMO gap (eV): 12.46
Structure (SMILES): CCC.CC
Total energy (eV): -5411.481

---

[3]
Density functional theory data (the ωB97M-V functional and the def2-TZVPD basis) for a structure of composition C4H8N2 at a distorted geometry.

Each line ends with the natural charge from an NBO analysis.
Cartesian coordinates (Å):
C -0.164220 1.760168 -0.077801  -0.107
C -0.793775 0.654348 0.240346  0.198
C -1.937531 -0.259541 0.219815  -0.678
C 1.764691 -0.929974 -0.134087  -0.427
N 1.227608 1.426279 0.047811  -0.482
N 0.983340 0.035173 0.575260  -0.340
H -0.683048 2.618729 -0.525852  0.215
H -2.390047 -0.406217 1.153661  0.230
H -2.679090 0.164943 -0.312866  0.229
H -1.643690 -1.184569 -0.309754  0.238
H 2.758945 -0.887538 0.090716  0.201
H 1.492691 -1.977744 0.294071  0.194
H 1.576905 -0.895284 -1.200276  0.170
H 1.806072 1.984071 0.582499  0.358

Atoms 1-2, force components in eV/Å:
C 0.7 0.2 -0.3
C 3.8 -3.1 0.6

HOMO (eV): -8.02
LUMO level (eV): 1.058
HOMO-LUMO gap (eV): 9.08
Total energy (eV): -7252.909

---

[4]
Density functional theory data (the ωB97M-V functional and the def2-TZVPD basis) for a structure of composition C5H8N4O2S at a distorted geometry.

Each line ends with the natural charge from an NBO analysis.
Cartesian coordinates (Å):
C -0.870142 -2.066876 0.661933  -0.074
C -1.862471 -1.175120 0.737701  -0.088
C 1.128827 0.835985 -1.171940  0.170
C 0.406250 -0.150514 1.069030  0.217
C 1.194140 0.964360 0.342433  -0.507
N 0.811404 -0.218300 -1.787699  -0.676
N 0.545119 -1.470390 0.650294  -0.640
N -1.470431 0.115336 0.809368  -0.348
N -1.939821 1.035311 -0.105150  0.635
O -2.971862 0.774152 -0.698656  -0.403
O -1.232524 2.014946 -0.271886  -0.439
S 2.933618 1.221072 0.759273  0.014
H -0.978397 -3.195466 0.740177  0.227
H -2.925605 -1.432274 0.615656  0.248
H 1.074145 1.925702 -1.588962  0.183
H 0.250369 -0.046960 2.175756  0.225
H 0.653719 2.007240 0.471722  0.317
H 0.738788 -0.264010 -2.759599  0.370
H 0.914778 -1.610922 -0.336576  0.432
H 3.600103 0.736726 -0.312868  0.138

Atoms 1-2, force components in eV/Å:
C 1.7 -1.2 1.0
C -0.8 -1.8 -1.2

HOMO (eV): -8.83
LUMO level (eV): 0.167
HOMO-LUMO gap (eV): 9.00
Total energy (eV): -26198.852

---

[5]
Density functional theory data (the ωB97M-V functional and the def2-TZVPD basis) for an isolated molecule of C3HCl2N at a distorted geometry.

Each line ends with the natural charge from an NBO analysis.
Cartesian coordinates (Å):
Cl 0.981261 -1.756746 0.670995  0.090
C 0.020048 -0.304355 0.576710  -0.153
Cl -0.957292 0.060799 2.008540  0.046
C 1.217514 0.594004 -0.443830  0.252
N 0.580600 0.363708 -1.517512  -0.445
C -0.479412 0.208420 -0.639169  -0.011
H -1.362719 0.834171 -0.655733  0.220

Atoms 1-2, force components in eV/Å:
Cl -0.4 -0.1 0.4
C -1.5 -0.6 -0.4

HOMO (eV): -9.77
LUMO level (eV): -0.170
HOMO-LUMO gap (eV): 9.60
Structure (SMILES): ClC1(Cl)C2=N[C@H]21
Total energy (eV): -29657.530

---

[6]
Density functional theory data (the ωB97M-V functional and the def2-TZVPD basis) for an isolated molecule of C6H7N5O at a distorted geometry.

Each line ends with the natural charge from an NBO analysis.
Cartesian coordinates (Å):
C -1.847360 -0.951156 2.932163  -0.637
C -2.208507 0.083847 1.922685  -0.069
O -0.965489 0.617630 1.375957  -0.455
C -0.501647 0.004224 0.296012  0.755
N -0.998098 -1.085434 -0.161725  -0.574
C -0.427863 -1.624054 -1.254007  0.293
N 0.672138 -1.248640 -1.901111  -0.457
C 1.168108 -0.083122 -1.469325  0.497
N 2.100939 0.683091 -1.949276  -0.482
C 2.196779 1.661244 -0.984101  0.181
N 1.335039 1.649819 0.004206  -0.281
N 0.633586 0.512780 -0.291957  -0.244
H -1.175239 -0.512050 3.681597  0.224
H -1.470959 -1.824514 2.474820  0.225
H -2.789359 -1.251488 3.441193  0.218
H -2.712968 0.957246 2.382756  0.198
H -2.814173 -0.246439 1.088995  0.209
H -0.876261 -2.552427 -1.562415  0.187
H 3.080598 2.361428 -1.076115  0.211

Atoms 1-2, force components in eV/Å:
C -1.6 0.5 1.2
C 0.1 1.1 0.0

HOMO (eV): -9.65
LUMO level (eV): 0.393
HOMO-LUMO gap (eV): 10.04
Structure (SMILES): CCOc1ncnc2ncnn12
Total energy (eV): -15832.957

---

Please write out number 6 again, unchanged.
Density functional theory data (the ωB97M-V functional and the def2-TZVPD basis) for an isolated molecule of C6H7N5O at a distorted geometry.

Each line ends with the natural charge from an NBO analysis.
Cartesian coordinates (Å):
C -1.847360 -0.951156 2.932163  -0.637
C -2.208507 0.083847 1.922685  -0.069
O -0.965489 0.617630 1.375957  -0.455
C -0.501647 0.004224 0.296012  0.755
N -0.998098 -1.085434 -0.161725  -0.574
C -0.427863 -1.624054 -1.254007  0.293
N 0.672138 -1.248640 -1.901111  -0.457
C 1.168108 -0.083122 -1.469325  0.497
N 2.100939 0.683091 -1.949276  -0.482
C 2.196779 1.661244 -0.984101  0.181
N 1.335039 1.649819 0.004206  -0.281
N 0.633586 0.512780 -0.291957  -0.244
H -1.175239 -0.512050 3.681597  0.224
H -1.470959 -1.824514 2.474820  0.225
H -2.789359 -1.251488 3.441193  0.218
H -2.712968 0.957246 2.382756  0.198
H -2.814173 -0.246439 1.088995  0.209
H -0.876261 -2.552427 -1.562415  0.187
H 3.080598 2.361428 -1.076115  0.211

Atoms 1-2, force components in eV/Å:
C -1.6 0.5 1.2
C 0.1 1.1 0.0

HOMO (eV): -9.65
LUMO level (eV): 0.393
HOMO-LUMO gap (eV): 10.04
Structure (SMILES): CCOc1ncnc2ncnn12
Total energy (eV): -15832.957

---

The lowest total energy belongs to which entry?
C23H11BBrCl5F8FeN2O